[1]
Density functional theory data (ωB97M-V/def2-TZVPD) for a structure of composition C42H105AgF2N8O18S2 at a distorted geometry.

Each line ends with the Mulliken spin population.
Element x y z (Å)
Ag 3.094 -1.422 1.000  0.00
N 1.838 0.230 0.342  0.00
S 0.321 0.486 0.068  0.00
O -0.019 0.410 -1.334  0.00
O -0.375 1.414 0.898  0.00
F -0.224 -0.931 0.642  0.01
S 2.386 1.697 -0.358  0.00
O 1.977 2.868 0.351  0.00
O 2.529 1.761 -1.781  0.00
F 3.896 1.452 0.081  0.00
C -2.050 3.402 -3.405  0.00
O -0.889 4.160 -3.697  0.00
C 0.133 3.931 -2.758  0.00
C 1.421 4.582 -3.297  0.00
N 1.257 5.862 -3.966  0.00
C 0.806 6.908 -3.058  0.00
C 0.469 8.209 -3.799  0.00
O -0.302 8.002 -4.966  0.00
C -1.666 7.796 -4.649  0.00
H -2.418 3.705 -2.423  0.00
H -1.856 2.326 -3.466  0.00
H -2.762 3.585 -4.210  0.00
H 0.377 2.866 -2.687  0.00
H -0.083 4.308 -1.752  0.00
H 1.912 3.916 -4.012  0.00
H 2.200 4.682 -2.537  0.00
H 0.512 5.819 -4.654  0.00
H 1.525 7.168 -2.277  0.00
H -0.133 6.594 -2.572  0.00
H 1.422 8.646 -4.110  0.00
H 0.003 8.913 -3.102  0.00
H -1.850 6.790 -4.244  0.00
H -2.229 7.797 -5.582  0.00
H -2.056 8.509 -3.918  0.00
C -1.669 2.040 3.782  0.00
O -1.142 1.305 4.860  0.00
C 0.014 0.600 4.473  0.00
C 0.494 -0.324 5.594  0.00
N 0.710 0.417 6.825  0.00
C 0.575 -0.397 8.028  0.00
C -0.885 -0.649 8.395  0.00
O -1.383 0.640 8.798  0.00
C -2.763 0.577 9.065  0.00
H -0.961 2.812 3.468  0.00
H -2.631 2.472 4.059  0.00
H -1.918 1.396 2.929  0.00
H 0.746 1.391 4.269  0.00
H -0.168 -0.065 3.619  0.00
H 1.409 -0.827 5.269  0.00
H -0.307 -1.079 5.675  0.00
H -0.033 1.112 6.841  0.00
H 0.961 0.158 8.884  0.00
H 1.138 -1.329 7.971  0.00
H -0.940 -1.253 9.307  0.00
H -1.490 -1.048 7.577  0.00
H -3.004 -0.122 9.873  0.00
H -3.328 0.276 8.173  0.00
H -3.110 1.567 9.359  0.00
C -4.136 -8.878 -1.887  0.00
O -2.784 -8.450 -1.793  0.00
C -2.290 -7.877 -2.978  0.00
C -0.751 -7.780 -2.849  0.00
N -0.061 -6.943 -3.834  0.00
C -0.543 -5.568 -3.864  0.00
C -0.012 -4.739 -2.707  0.00
O -0.676 -3.487 -2.736  0.00
C -0.594 -2.779 -1.536  0.01
H -4.395 -9.186 -0.875  0.00
H -4.207 -9.719 -2.578  0.00
H -4.792 -8.044 -2.154  0.00
H -2.731 -6.899 -3.180  0.00
H -2.467 -8.560 -3.819  0.00
H -0.323 -8.778 -2.780  0.00
H -0.590 -7.337 -1.861  0.00
H -0.229 -7.348 -4.749  0.00
H -1.615 -5.446 -4.055  0.00
H -0.137 -5.081 -4.758  0.00
H 1.056 -4.529 -2.827  0.00
H -0.184 -5.261 -1.757  0.00
H -1.329 -1.971 -1.559  0.00
H 0.371 -2.293 -1.353  0.00
H -0.876 -3.379 -0.659  0.00
C -4.568 0.539 4.560  0.00
O -3.980 -0.139 3.465  0.00
C -3.399 -1.374 3.758  0.02
C -2.759 -1.809 2.478  0.05
N -3.728 -2.505 1.632  0.80
C -3.183 -3.085 0.429  0.03
C -4.234 -3.626 -0.521  0.03
O -5.072 -2.544 -0.863  0.01
C -6.174 -3.005 -1.629  0.00
H -5.420 0.038 5.023  0.00
H -4.894 1.539 4.276  0.00
H -3.781 0.729 5.299  0.00
H -4.078 -2.119 4.195  0.00
H -2.711 -1.243 4.605  0.01
H -1.982 -2.546 2.698  0.03
H -2.327 -0.965 1.931  0.02
H -4.629 -2.019 1.473  -0.08
H -2.386 -3.806 0.602  0.02
H -2.707 -2.248 -0.109  0.05
H -4.834 -4.363 0.032  0.00
H -3.764 -4.174 -1.340  0.00
H -5.876 -3.463 -2.575  0.00
H -6.825 -2.157 -1.836  0.00
H -6.765 -3.730 -1.057  0.00
C -7.328 -2.151 1.316  0.00
O -6.603 -1.317 2.202  0.00
C -6.862 0.067 1.980  0.00
C -5.902 0.563 0.892  0.00
N -6.286 1.817 0.230  0.00
C -6.252 2.981 1.129  0.00
C -4.892 3.359 1.657  0.00
O -4.110 3.709 0.533  0.00
C -2.791 4.075 0.828  0.00
H -7.088 -3.189 1.559  0.00
H -7.086 -1.991 0.264  0.00
H -8.398 -2.041 1.512  0.00
H -6.678 0.632 2.892  0.00
H -7.917 0.229 1.735  0.00
H -5.812 -0.219 0.136  0.00
H -4.946 0.686 1.411  0.00
H -5.549 1.999 -0.450  0.00
H -6.952 2.715 1.929  0.00
H -6.734 3.809 0.608  0.00
H -4.418 2.537 2.210  0.00
H -4.942 4.224 2.331  0.00
H -2.278 3.288 1.396  0.00
H -2.758 5.009 1.404  0.00
H -2.211 4.212 -0.083  0.00
C 3.247 -1.404 -2.477  0.00
O 3.882 -1.365 -1.207  0.00
C 5.292 -1.430 -1.312  0.00
C 5.874 -1.249 0.077  0.00
N 5.228 -2.200 1.018  0.00
C 5.646 -1.847 2.397  0.00
C 5.394 -0.413 2.904  0.00
O 4.117 0.036 2.443  0.00
C 3.696 1.231 3.115  0.00
H 2.902 -2.423 -2.698  0.00
H 3.866 -1.199 -3.353  0.00
H 2.368 -0.765 -2.480  0.00
H 5.703 -0.710 -2.026  0.00
H 5.610 -2.382 -1.767  0.00
H 5.720 -0.202 0.344  0.00
H 6.967 -1.322 0.081  0.00
H 5.664 -3.102 0.858  0.00
H 6.670 -2.153 2.639  0.00
H 5.071 -2.496 3.069  0.00
H 6.205 0.247 2.587  0.00
H 5.365 -0.446 3.994  0.00
H 4.279 2.055 2.700  0.00
H 3.844 1.161 4.194  0.00
H 2.639 1.372 2.906  0.00
C 8.645 -0.913 -5.863  0.00
O 7.553 -0.939 -4.962  0.00
C 6.358 -0.496 -5.531  0.00
C 6.296 1.031 -5.679  0.00
N 6.706 1.702 -4.421  0.00
C 5.569 1.887 -3.513  0.00
C 5.999 2.679 -2.321  0.00
O 6.923 1.991 -1.477  0.00
C 7.496 2.845 -0.521  0.00
H 8.849 0.119 -6.155  0.00
H 8.401 -1.561 -6.711  0.00
H 9.580 -1.321 -5.481  0.00
H 5.483 -0.820 -4.958  0.00
H 6.146 -0.964 -6.504  0.00
H 5.308 1.352 -6.006  0.00
H 7.019 1.376 -6.421  0.00
H 7.397 1.073 -4.026  0.00
H 5.216 0.905 -3.174  0.00
H 4.790 2.480 -3.991  0.00
H 5.193 2.956 -1.630  0.00
H 6.475 3.607 -2.666  0.00
H 7.891 3.719 -1.054  0.00
H 8.365 2.409 -0.030  0.00
H 6.779 3.189 0.230  0.00

As for the HOMO energy (spin up / spin down): -9.47 / -9.47 eV. As for the spin multiplicity: 2. The total charge is +1. As for the HOMO-LUMO gap (spin up / spin down): 7.05 / 2.91 eV.

[2]
Density functional theory data (ωB97M-V/def2-TZVPD) for a structure of composition C42H105BF4N7Na3O14 at a distorted geometry.

Each line ends with the Mulliken spin population.
Element x y z (Å)
Na -4.094 -0.746 0.968  -0.37
Na -2.705 -2.224 4.042  0.32
Na -2.017 1.692 2.683  -0.07
B -1.157 -0.555 0.573  1.05
F 0.207 -0.190 0.597  0.17
F -1.414 -1.783 0.053  0.58
F -1.505 -0.633 1.864  -0.59
F -1.967 0.351 -0.015  -0.52
C -6.466 -0.411 -2.233  0.01
O -5.299 -0.102 -1.484  -0.01
C -5.186 1.256 -1.001  0.00
C -6.329 1.754 -0.059  -0.01
N -6.528 0.927 1.095  0.03
C -7.619 1.408 1.992  0.00
C -9.006 1.166 1.335  0.00
O -10.185 1.337 2.149  0.00
C -11.353 1.263 1.386  0.00
H -6.373 -1.424 -2.622  0.00
H -6.587 0.191 -3.134  0.00
H -7.417 -0.378 -1.700  0.00
H -5.117 2.014 -1.782  -0.01
H -4.219 1.416 -0.524  0.04
H -7.240 1.695 -0.655  -0.01
H -6.299 2.814 0.196  -0.01
H -5.779 1.135 1.740  0.07
H -7.526 2.457 2.275  0.01
H -7.640 0.838 2.921  -0.01
H -9.165 0.188 0.880  0.00
H -9.040 1.857 0.492  0.00
H -11.470 0.299 0.892  0.00
H -11.195 2.004 0.603  0.00
H -12.254 1.592 1.904  0.00
C -2.032 2.985 -3.959  0.00
O -1.655 1.591 -4.236  0.00
C -2.420 0.740 -3.424  0.00
C -1.715 -0.635 -3.254  0.00
N -1.509 -1.368 -4.505  0.00
C -0.580 -2.515 -4.439  0.00
C -0.220 -2.955 -5.922  0.00
O 0.511 -1.945 -6.666  0.00
C 0.873 -2.168 -8.021  0.00
H -1.725 3.600 -4.805  0.00
H -1.597 3.429 -3.064  0.00
H -3.109 3.154 -3.940  0.00
H -3.422 0.704 -3.852  0.00
H -2.614 1.055 -2.399  0.00
H -2.286 -1.305 -2.611  0.00
H -0.776 -0.562 -2.705  0.00
H -1.322 -0.768 -5.295  0.00
H -0.999 -3.300 -3.810  0.00
H 0.386 -2.109 -4.139  0.00
H -1.109 -3.330 -6.430  0.00
H 0.403 -3.848 -5.866  0.00
H -0.017 -2.509 -8.549  0.00
H 1.734 -2.831 -8.107  0.00
H 1.184 -1.194 -8.398  0.00
C 0.454 -2.141 4.958  0.00
O -0.370 -3.081 4.320  0.00
C 0.163 -3.652 3.131  0.02
C -0.949 -4.533 2.629  0.03
N -2.135 -3.876 2.149  0.05
C -3.069 -4.876 1.610  0.03
C -4.340 -4.148 1.006  -0.03
O -4.113 -3.111 0.072  0.09
C -3.531 -3.611 -1.104  0.01
H 1.491 -2.379 4.719  0.00
H 0.298 -2.121 6.036  0.00
H 0.241 -1.150 4.558  0.04
H 1.136 -4.118 3.284  0.00
H 0.313 -2.862 2.395  -0.02
H -1.244 -5.201 3.439  0.01
H -0.459 -5.154 1.880  -0.01
H -1.864 -3.354 1.328  -0.10
H -3.363 -5.513 2.444  0.00
H -2.661 -5.574 0.878  0.00
H -4.859 -3.608 1.798  0.04
H -5.079 -4.865 0.647  0.00
H -2.454 -3.557 -0.951  0.00
H -3.788 -3.011 -1.977  0.00
H -3.830 -4.622 -1.379  0.00
C -0.301 3.213 0.226  0.00
O -0.848 3.412 1.497  0.02
C -0.058 4.234 2.418  0.00
C -0.557 4.022 3.864  0.01
N -0.359 2.682 4.339  0.11
C -0.961 2.308 5.626  -0.06
C -0.126 2.775 6.806  0.00
O 1.152 2.213 6.945  0.00
C 1.319 0.855 7.212  -0.01
H -0.906 2.631 -0.469  0.01
H 0.582 2.574 0.233  0.01
H 0.084 4.155 -0.164  0.00
H -0.171 5.277 2.122  0.00
H 1.029 4.169 2.368  0.00
H -1.581 4.386 3.953  0.02
H 0.072 4.644 4.501  -0.01
H 0.637 2.658 4.503  -0.01
H -1.032 1.221 5.663  0.03
H -1.989 2.654 5.734  0.05
H -0.683 2.655 7.736  0.00
H 0.012 3.853 6.722  0.00
H 0.979 0.254 6.369  0.00
H 0.813 0.467 8.097  0.00
H 2.392 0.691 7.305  0.00
C 8.170 2.273 -0.752  0.00
O 7.335 1.951 0.390  0.00
C 7.972 2.166 1.607  0.00
C 7.057 1.915 2.850  0.00
N 6.194 3.048 3.173  0.00
C 5.335 2.881 4.327  0.00
C 4.262 1.801 4.088  0.00
O 3.435 2.188 2.991  0.00
C 2.465 1.236 2.732  -0.01
H 8.421 3.333 -0.742  0.00
H 7.626 2.037 -1.667  0.00
H 9.050 1.630 -0.787  0.00
H 8.419 3.154 1.724  0.00
H 8.805 1.470 1.707  0.00
H 7.704 1.750 3.711  0.00
H 6.414 1.074 2.593  0.00
H 5.555 3.112 2.394  0.00
H 4.831 3.812 4.588  0.00
H 5.974 2.622 5.170  0.00
H 3.689 1.786 5.015  0.00
H 4.672 0.832 3.802  0.00
H 2.797 0.264 2.364  0.00
H 1.837 1.707 1.976  -0.01
H 1.863 1.055 3.623  0.00
C 4.158 1.659 -0.364  0.00
O 3.133 2.210 -1.168  0.00
C 2.548 1.193 -2.030  0.00
C 1.681 1.770 -3.098  0.00
N 2.428 2.413 -4.181  0.00
C 1.544 2.733 -5.362  0.00
C 2.300 3.286 -6.597  0.00
O 3.378 2.487 -7.047  0.00
C 3.068 1.282 -7.766  0.00
H 5.030 1.353 -0.943  0.00
H 3.838 0.847 0.289  0.00
H 4.537 2.442 0.293  0.00
H 1.935 0.605 -1.347  0.00
H 3.282 0.491 -2.424  0.00
H 0.957 2.472 -2.683  0.00
H 1.117 0.962 -3.564  0.00
H 3.131 1.762 -4.501  0.00
H 0.807 3.430 -4.962  0.00
H 0.931 1.917 -5.747  0.00
H 2.763 4.250 -6.384  0.00
H 1.629 3.380 -7.451  0.00
H 2.447 0.631 -7.151  0.00
H 3.969 0.756 -8.080  0.00
H 2.587 1.563 -8.703  0.00
C 4.614 -2.351 3.743  0.00
O 4.348 -2.121 2.393  0.00
C 3.168 -2.634 1.868  0.00
C 3.120 -2.396 0.346  0.00
N 1.750 -2.714 0.033  0.00
C 1.505 -2.695 -1.380  0.00
C 1.701 -4.072 -2.015  0.00
O 1.821 -4.022 -3.435  0.00
C 2.249 -5.241 -4.023  0.00
H 5.546 -1.943 4.136  0.00
H 4.635 -3.417 3.970  0.00
H 3.828 -1.828 4.287  0.00
H 2.408 -2.047 2.384  0.00
H 3.139 -3.676 2.189  0.00
H 3.859 -3.022 -0.154  0.00
H 3.366 -1.376 0.049  0.00
H 1.202 -1.989 0.473  0.01
H 1.973 -1.829 -1.849  0.00
H 0.427 -2.532 -1.399  0.01
H 0.809 -4.682 -1.876  0.00
H 2.576 -4.585 -1.616  0.00
H 2.739 -5.096 -4.985  0.00
H 1.534 -6.060 -4.103  0.00
H 3.075 -5.673 -3.458  0.00

As for the HOMO energy (spin up / spin down): -6.97 / -9.67 eV. As for the spin multiplicity: 2. The total charge is +1. As for the HOMO-LUMO gap (spin up / spin down): 4.32 / 6.20 eV.

no.,DFT total energy (eV)
1,-125118.660
2,-109140.133